ORCA calculation (ωB97M-V/def2-TZVPD) on 2 unconnected molecules or ions with the total composition C7H10ClFN2O4 in a non-equilibrium geometry.

The gap between HOMO and LUMO is 8.86 eV. The HOMO energy comes out at -9.52 eV. For the energy above the lowest of the compared OMol25 structures with the same formula, charge and spin, the calculation gives 102.8 kJ/mol. The total energy is -1242.896059 Ha.

Last column: Löwdin charge in e.
CARTESIAN COORDINATES (ANGSTROEM)
C 0.339 1.377 2.320  -0.176
H -0.619 -2.688 -0.601  0.082
N -1.795 1.251 -0.402  -0.321
H 1.561 -0.448 1.751  0.166
O -2.795 0.379 -0.654  0.125
N 0.955 3.157 -1.046  0.207
C 0.151 -2.097 -0.906  -0.120
F 1.701 0.884 4.105  -0.074
O -1.845 1.750 0.714  0.064
C 0.072 2.461 -1.239  -0.236
O -0.343 -0.438 0.743  -0.155
H 1.148 -1.843 -2.850  0.079
H 1.208 -0.376 -0.847  0.134
Cl -1.056 0.515 -2.945  0.690
H -2.720 -0.013 -1.495  0.030
C 0.364 -0.906 -0.399  -0.193
O 1.523 1.777 2.968  -0.031
C -0.913 1.485 -1.361  -0.501
H 1.756 -3.173 -1.811  0.066
C 0.448 -0.127 1.892  -0.133
H -0.641 1.708 2.831  0.152
H 0.317 2.011 1.456  0.087
C 0.896 -2.636 -2.115  -0.079
H 0.008 -0.793 2.575  0.105
H 0.282 -3.216 -2.684  0.032

ORCA calculation (ωB97M-V/def2-TZVPD) on C22H28N4O3S in the gas phase in a non-equilibrium geometry.

The gap between HOMO and LUMO is 7.78 eV. The HOMO energy comes out at -7.58 eV. For the energy above the lowest of the compared OMol25 structures with the same formula, charge and spin, the calculation gives 3.7 kJ/mol. The total energy is -1698.160111 Ha.

Last column: Löwdin charge in e.
CARTESIAN COORDINATES (ANGSTROEM)
C 1.005 -0.603 -4.861  -0.172
N 0.122 0.724 2.445  0.112
C 1.453 0.461 2.540  -0.776
C 0.880 0.823 -2.782  -0.280
H -1.456 -1.737 -2.711  0.102
C -3.649 -1.388 0.137  -0.002
O 1.750 -2.308 0.320  0.072
H 3.732 -0.659 2.894  0.085
S 2.362 1.383 3.559  0.688
C -6.725 1.184 1.430  -0.093
H 5.213 0.007 1.088  0.118
H -5.669 -0.758 0.201  0.102
C 4.144 0.159 0.939  -0.169
H 3.576 -1.838 1.557  0.126
H 3.897 1.185 1.219  0.086
C -2.360 -1.127 0.581  -0.200
C 1.081 0.822 -4.305  -0.333
C 2.388 1.506 -4.698  -0.060
C -0.180 -1.132 0.999  -0.107
H 2.472 1.567 -5.781  0.077
H -1.265 0.723 -2.844  0.125
H -0.554 0.150 -1.336  0.097
C 3.400 -0.804 1.863  -0.177
C -3.142 0.811 1.841  0.068
H -1.055 -2.593 -0.245  0.162
H 0.294 -1.879 -2.492  0.107
H -7.102 0.214 1.770  0.095
H -7.301 1.978 1.902  0.093
H 2.448 -0.576 -2.577  0.134
C 3.786 -0.054 -0.529  -0.100
H -1.139 -0.736 -4.934  0.115
C -2.102 -0.020 1.436  -0.082
H 3.736 -1.120 -0.755  0.112
N 2.004 0.200 -2.115  0.114
H -6.835 1.258 0.343  0.095
O -5.394 1.395 1.832  -0.090
C -4.668 -0.554 0.546  -0.016
N 1.962 -0.593 1.822  0.006
H -3.853 -2.225 -0.513  0.113
C -0.444 0.141 -2.420  -0.129
C -0.309 -1.278 -4.475  -0.194
C 2.470 0.610 -0.918  -0.483
C -4.426 0.540 1.394  -0.272
C -0.494 -1.284 -2.960  -0.202
O 1.912 1.462 -0.254  0.075
H 4.558 0.396 -1.160  0.124
H 0.850 1.855 -2.412  0.152
C -0.703 -0.051 1.688  -0.113
H 3.246 0.955 -4.321  0.073
H -0.215 1.541 2.934  0.141
H 1.095 -0.568 -5.949  0.117
H 1.842 -1.198 -4.488  0.113
H 0.251 1.396 -4.732  0.147
C 1.226 -1.426 0.981  -0.363
H -0.324 -2.300 -4.858  0.109
H 2.426 2.513 -4.292  0.082
N -1.189 -1.783 0.335  0.150
H -2.977 1.657 2.488  0.125

ORCA calculation (ωB97M-V/def2-TZVPD) on C4H6N2O in the gas phase.

The gap between HOMO and LUMO is 8.71 eV. The HOMO energy comes out at -8.01 eV. For the energy above the lowest of the compared OMol25 structures with the same formula, charge and spin, the calculation gives 54.0 kJ/mol. The total energy is -340.774352 Ha.

Last column: Löwdin charge in e.
CARTESIAN COORDINATES (ANGSTROEM)
O 2.526 0.996 -0.329  0.072
H -2.671 0.440 0.654  0.077
H -2.387 -1.289 0.879  0.079
N -0.476 -0.860 -0.977  0.085
C 0.795 -0.496 -1.384  -0.105
H 1.232 -0.873 -2.300  0.099
H -1.716 -0.118 2.037  0.073
C 1.341 0.352 -0.465  -0.376
H 3.069 0.793 -1.100  0.115
H 0.512 1.081 1.340  0.163
C -1.934 -0.301 0.979  -0.025
N 0.398 0.517 0.513  0.155
C -0.690 -0.244 0.154  -0.411